(1)
{"formula": "C38H47AlBBrN8O4S5", "method": "ωB97M-V/def2-TZVPD", "symbols": ["Al", "C", "C", "C", "C", "N", "C", "C", "N", "B", "N", "C", "C", "N", "C", "S", "C", "C", "C", "C", "N", "C", "C", "N", "C", "S", "C", "C", "C", "C", "C", "S", "H", "H", "H", "H", "H", "H", "H", "H", "H", "H", "H", "H", "H", "H", "H", "H", "H", "H", "H", "H", "H", "H", "H", "H", "H", "H", "H", "H", "H", "H", "H", "H", "H", "H", "O", "C", "C", "C", "C", "C", "C", "C", "O", "N", "N", "C", "S", "C", "C", "S", "H", "H", "H", "H", "H", "H", "H", "H", "H", "Br", "C", "C", "C", "C", "C", "C", "C", "O", "O", "H", "H", "H", "H"], "xyz": [[0.1296, -0.0831, -0.4694], [-3.0434, 2.3029, -2.9382], [-2.8485, 3.7337, -2.4490], [-1.8548, 4.4210, -3.3922], [-4.1939, 4.4578, -2.4527], [-2.2858, 3.8253, -1.0626], [-1.8454, 5.0545, -0.5796], [-1.3150, 4.8438, 0.6333], [-1.4264, 3.4955, 0.9142], [-0.7195, 2.9131, 2.1600], [-1.3446, 1.5655, 2.6179], [-2.5741, 1.5904, 3.2369], [-2.9028, 0.3280, 3.5508], [-1.8659, -0.4886, 3.1198], [-0.9109, 0.2948, 2.5677], [0.5913, -0.1972, 1.8633], [-1.9539, -1.9714, 3.3475], [-1.9636, -2.2000, 4.8591], [-3.2601, -2.4473, 2.7034], [-0.8104, -2.7664, 2.7274], [0.8178, 2.8431, 1.9375], [1.6439, 3.0957, 3.0102], [2.9148, 2.9948, 2.5870], [2.8748, 2.6996, 1.2342], [1.5787, 2.5831, 0.8572], [1.0070, 2.1428, -0.7240], [4.1502, 2.3958, 0.4910], [5.2467, 3.3293, 1.0261], [4.4902, 0.9355, 0.7821], [4.0334, 2.6384, -1.0091], [-2.0296, 2.8717, -0.1278], [-2.4002, 1.2063, -0.1566], [-3.4260, 2.3696, -3.9596], [-3.7563, 1.7507, -2.3320], [-2.1073, 1.7434, -2.9474], [-2.1708, 4.2541, -4.4224], [-0.8577, 3.9972, -3.2611], [-1.7996, 5.4982, -3.2339], [-4.6011, 4.4698, -3.4652], [-4.0958, 5.4902, -2.1123], [-4.9008, 3.9437, -1.7994], [-1.9548, 5.9681, -1.1331], [-0.8632, 5.5324, 1.3264], [-0.8848, 3.6956, 3.0690], [-3.1225, 2.5072, 3.3662], [-3.7913, -0.0593, 4.0121], [-2.8265, -1.7359, 5.3386], [-1.0562, -1.7926, 5.3090], [-1.9969, -3.2715, 5.0618], [-4.1448, -2.0304, 3.1845], [-3.3208, -3.5336, 2.7741], [-3.2744, -2.1637, 1.6493], [0.1543, -2.5198, 3.1655], [-0.7466, -2.6188, 1.6498], [-1.0212, -3.8198, 2.9240], [1.2479, 3.3147, 3.9858], [3.8317, 3.1199, 3.1285], [5.6252, 3.0189, 2.0001], [4.8873, 4.3576, 1.0967], [6.0859, 3.3113, 0.3328], [4.6129, 0.7754, 1.8553], [5.4140, 0.6533, 0.2734], [3.6927, 0.2817, 0.4216], [3.6587, 3.6421, -1.2217], [3.3830, 1.9194, -1.4919], [5.0327, 2.5387, -1.4326], [4.6304, -3.5438, -0.2358], [4.8253, -2.4496, -1.0026], [6.1385, -2.0787, -1.2795], [6.4002, -1.0074, -2.1165], [5.3553, -0.2865, -2.6848], [4.0508, -0.6293, -2.3669], [3.7675, -1.6934, -1.5181], [2.3351, -1.9905, -1.1937], [1.6137, -0.9672, -0.8772], [1.9937, -3.2279, -1.2374], [0.6626, -3.5622, -1.1107], [0.4559, -4.5340, -0.3287], [-1.1404, -5.2715, -0.1684], [-0.5304, -6.7669, 0.6407], [0.6208, -6.3842, 1.5544], [1.7274, -5.2693, 0.6560], [3.6891, -3.7847, -0.3194], [6.9398, -2.6673, -0.8509], [7.4277, -0.7433, -2.3371], [5.5553, 0.5383, -3.3570], [3.2189, -0.0717, -2.7829], [-0.2126, -7.4855, -0.1131], [-1.3617, -7.1808, 1.2101], [1.2035, -7.2586, 1.8423], [0.2558, -5.8838, 2.4506], [-5.8634, -4.1788, -1.1788], [-4.7086, -3.0378, -2.1585], [-5.0370, -2.6810, -3.4572], [-4.1753, -1.8587, -4.1713], [-3.0046, -1.3985, -3.5909], [-2.6944, -1.7671, -2.2892], [-3.5468, -2.5889, -1.5624], [-1.4869, -1.2155, -1.6326], [-1.1977, -1.4901, -0.4215], [-0.7533, -0.3614, -2.2164], [-5.9535, -3.0415, -3.9035], [-4.4270, -1.5772, -5.1856], [-2.3239, -0.7537, -4.1306], [-3.2863, -2.8659, -0.5518]], "atomic_forces_ev_per_a": [[-0.2, 0.1, 0.3], [0.0, 0.0, 0.0], [0.0, 0.0, 0.1], [0.0, 0.0, 0.0], [0.0, 0.0, 0.0], [0.0, 0.1, -0.2], [-0.1, -0.1, -0.1], [0.0, -0.1, 0.0], [0.0, 0.0, 0.1], [-0.1, 0.0, -0.2], [0.2, 0.2, 0.5], [0.1, 0.0, -0.1], [0.0, -0.1, -0.1], [-0.1, -0.1, 0.2], [-0.1, 0.1, -0.3], [0.0, -0.1, 0.0], [0.0, 0.0, -0.1], [0.0, 0.0, 0.0], [0.0, 0.1, 0.0], [0.1, 0.0, 0.0], [-0.1, 0.3, 0.1], [-0.1, -0.1, -0.1], [0.0, 0.0, -0.1], [0.3, 0.0, 0.1], [0.1, -0.2, 0.0], [-0.4, 0.0, 0.0], [0.0, 0.0, 0.0], [-0.1, 0.0, 0.1], [-0.1, 0.0, -0.1], [0.0, 0.1, 0.0], [0.0, 0.1, 0.1], [0.2, -0.1, 0.2], [0.0, 0.0, 0.0], [0.0, 0.0, -0.1], [0.0, 0.0, 0.0], [0.0, 0.0, 0.0], [0.0, 0.0, 0.0], [0.0, 0.0, 0.0], [0.0, 0.0, 0.0], [0.0, 0.0, 0.0], [0.0, 0.0, 0.0], [0.0, 0.0, 0.0], [0.0, 0.0, 0.0], [0.0, 0.0, -0.1], [0.0, 0.0, 0.0], [0.0, 0.0, 0.0], [0.0, 0.0, 0.0], [0.0, 0.0, 0.0], [0.0, 0.0, 0.0], [0.0, 0.0, 0.0], [0.0, 0.0, 0.0], [0.0, 0.0, 0.0], [0.0, 0.0, 0.0], [0.0, -0.1, 0.1], [0.0, 0.0, 0.0], [0.0, 0.0, 0.0], [0.0, 0.0, 0.0], [0.0, 0.0, 0.0], [0.0, 0.0, 0.0], [0.0, 0.0, 0.0], [0.0, 0.0, 0.0], [0.0, 0.0, 0.0], [0.0, 0.1, 0.0], [0.0, 0.0, 0.0], [0.1, 0.0, 0.0], [0.0, 0.0, 0.0], [0.0, 0.0, 0.0], [0.0, -0.1, -0.1], [0.1, 0.0, 0.0], [0.0, 0.0, 0.0], [0.0, 0.0, 0.0], [0.0, 0.1, 0.0], [-0.1, 0.0, -0.1], [0.3, 0.1, 0.1], [-0.1, 0.3, -0.2], [0.4, -0.3, 0.1], [-0.2, 0.0, -0.1], [0.0, 0.0, 0.0], [0.0, 0.3, 0.0], [0.0, 0.0, 0.0], [0.0, 0.0, 0.0], [0.0, -0.1, 0.0], [0.0, 0.0, 0.0], [0.0, 0.0, 0.0], [0.0, 0.0, 0.0], [0.0, 0.0, 0.0], [0.0, 0.0, 0.0], [0.0, 0.0, 0.0], [0.0, -0.1, 0.0], [0.0, 0.0, 0.0], [0.0, 0.0, 0.0], [0.0, 0.0, 0.0], [0.0, 0.0, 0.0], [0.0, 0.0, 0.0], [0.0, 0.0, 0.0], [0.0, 0.0, -0.1], [0.1, 0.0, 0.1], [0.1, 0.0, 0.0], [0.0, 0.0, 0.1], [-0.4, 0.2, -0.4], [0.2, 0.0, 0.1], [0.0, 0.0, 0.0], [0.0, 0.0, 0.0], [0.0, 0.0, 0.0], [0.0, 0.0, 0.0]], "mulliken_charge": [-0.047, -2.175, 1.549, -1.609, -1.705, 0.621, -0.312, -1.311, -0.026, 1.269, -0.315, -1.369, -0.339, 0.724, 0.122, -0.393, 1.906, -1.781, -1.700, -2.220, 0.193, -1.236, -0.380, 0.453, 0.046, -0.561, 1.659, -1.924, -1.386, -1.909, -0.123, -0.254, 0.680, 0.483, 0.257, 0.469, 0.247, 0.430, 0.435, 0.386, 0.369, 0.541, 0.603, -0.270, 0.611, 0.531, 0.378, 0.410, 0.393, 0.401, 0.506, 0.315, 0.415, 0.043, 0.760, 0.632, 0.512, 0.423, 0.433, 0.482, 0.424, 0.474, 0.092, 0.374, 0.129, 0.598, -0.679, 0.694, -0.809, -0.521, -0.805, 0.037, -0.219, 1.034, 0.116, -0.979, -0.303, 0.196, -0.031, -0.683, -0.504, -0.112, 0.356, 0.435, 0.367, 0.482, 0.416, 0.375, 0.396, 0.434, 0.196, -0.207, -0.423, -0.344, -0.935, -0.334, 0.037, 0.175, 1.327, 0.469, -0.756, 0.417, 0.411, 0.522, 0.326], "charge": 0, "lumo_ev": 0.4461, "largest_force_ev_per_a": 0.6}



(2)
{"formula": "C38H47BCsF6N15O4PSSb", "method": "ωB97M-V/def2-TZVPD", "symbols": ["Cs", "C", "C", "C", "C", "N", "N", "B", "N", "C", "C", "C", "C", "N", "N", "C", "C", "C", "C", "N", "N", "C", "C", "C", "C", "N", "H", "H", "H", "H", "H", "H", "H", "H", "H", "H", "H", "H", "H", "H", "H", "H", "H", "H", "H", "H", "C", "N", "C", "C", "N", "C", "P", "C", "N", "C", "C", "N", "C", "C", "N", "C", "C", "N", "C", "H", "H", "H", "H", "H", "H", "H", "H", "H", "H", "H", "H", "H", "H", "H", "C", "C", "C", "C", "C", "C", "C", "S", "O", "O", "N", "C", "C", "C", "O", "O", "H", "H", "H", "H", "H", "H", "H", "H", "H", "H", "H", "H", "F", "Sb", "F", "F", "F", "F", "F"], "xyz": [[-0.5845, -0.3064, -0.4784], [-1.6120, -1.1990, 3.0927], [-0.5921, -0.4559, 3.8857], [-0.2259, -0.6168, 5.2451], [0.7522, 0.3130, 5.4623], [0.9358, 0.9908, 4.2988], [0.1171, 0.5010, 3.3232], [1.9720, 1.9426, 3.8318], [2.8548, 1.2514, 2.6867], [3.3996, 0.0514, 2.5299], [3.4678, -0.2490, 1.1809], [2.8895, 0.8036, 0.4943], [2.5886, 0.9044, -0.9577], [2.5682, 1.7187, 1.4535], [1.3675, 2.9993, 2.8430], [0.6373, 4.1075, 2.8938], [0.6008, 4.6797, 1.6407], [1.3474, 3.8711, 0.7929], [1.6219, 4.1290, -0.6402], [1.7722, 2.8474, 1.5669], [2.8083, 2.5971, 4.8856], [3.2501, 3.8747, 4.9910], [4.1419, 3.9221, 6.0283], [4.2096, 2.5950, 6.5050], [5.0429, 2.0538, 7.6192], [3.4122, 1.8079, 5.8073], [-1.3018, -2.2273, 2.9329], [-2.5778, -1.2039, 3.5972], [-1.7154, -0.6804, 2.1449], [-0.6277, -1.3193, 5.9518], [1.3363, 0.5483, 6.3337], [3.6649, -0.5246, 3.4001], [3.7840, -1.1694, 0.7277], [3.2870, 1.5408, -1.5006], [2.6084, -0.1048, -1.3667], [1.5889, 1.3214, -1.0658], [0.1854, 4.4092, 3.8233], [0.0528, 5.5509, 1.3316], [0.6770, 4.3629, -1.1295], [2.2812, 4.9933, -0.7252], [2.0645, 3.2993, -1.1723], [2.8966, 4.6552, 4.3400], [4.6617, 4.7870, 6.3983], [5.1305, 2.7817, 8.4249], [4.5953, 1.1433, 8.0115], [6.0491, 1.8157, 7.2716], [-2.0695, 3.4848, -5.1895], [-0.7184, 3.5785, -4.6792], [-0.1703, 4.6766, -4.0820], [1.1194, 4.3414, -3.7938], [1.3646, 3.0464, -4.1593], [0.2379, 2.6147, -4.6867], [0.0753, 1.0629, -5.6230], [1.5806, 0.2362, -5.0513], [1.6893, -0.7843, -4.2305], [3.0223, -1.0859, -4.1927], [3.7186, -0.2255, -4.9957], [2.7894, 0.6041, -5.5531], [3.0744, 1.7332, -6.4077], [-1.2174, 0.1439, -4.7365], [-1.2309, -0.2088, -3.4720], [-2.4109, -0.8477, -3.2682], [-3.1297, -0.8954, -4.4296], [-2.3628, -0.2678, -5.3657], [-2.7542, -0.0709, -6.7459], [-2.3405, 4.4344, -5.6488], [-2.7705, 3.2421, -4.3910], [-2.1061, 2.7122, -5.9597], [-0.7434, 5.5698, -3.9084], [1.8779, 4.9601, -3.3426], [3.3981, -1.9071, -3.6054], [4.7665, -0.1374, -5.2227], [3.9311, 1.4944, -7.0355], [3.2783, 2.6238, -5.8140], [2.2145, 1.9312, -7.0491], [-2.6923, -1.2407, -2.3022], [-4.0930, -1.3080, -4.6681], [-3.0850, -1.0168, -7.1720], [-1.9030, 0.2937, -7.3155], [-3.5675, 0.6533, -6.8136], [-6.7341, -5.1785, 0.3158], [-5.3833, -5.3135, 0.9641], [-4.4974, -4.2451, 0.9939], [-3.2557, -4.3610, 1.6018], [-2.8997, -5.5679, 2.1796], [-3.7639, -6.6554, 2.1552], [-4.9995, -6.5194, 1.5479], [-1.3569, -5.7242, 3.0239], [-1.4689, -6.7358, 4.0374], [-0.9580, -4.3936, 3.4048], [-0.3656, -6.3517, 1.8814], [0.0226, -5.5227, 0.7366], [1.0218, -4.3924, 0.9958], [0.5699, -3.0377, 0.3969], [-0.6509, -2.9629, 0.1213], [1.4551, -2.1451, 0.3317], [-6.9293, -4.1491, 0.0212], [-7.5250, -5.4952, 0.9967], [-6.7988, -5.8043, -0.5759], [-4.7816, -3.3021, 0.5429], [-2.5621, -3.5318, 1.6080], [-3.4731, -7.5829, 2.6273], [-5.6831, -7.3595, 1.5378], [0.3386, -6.9328, 2.3170], [-0.8915, -5.0646, 0.3629], [0.3758, -6.2016, -0.0426], [2.0299, -4.6297, 0.6533], [1.0772, -4.2035, 2.0674], [-0.8912, 2.4957, -1.3804], [-2.6071, 2.9868, -0.6521], [-3.0860, 1.2185, -0.1388], [-3.3311, 2.5866, -2.3508], [-1.7258, 3.1514, 1.0110], [-2.1970, 4.7652, -1.1477], [-4.2307, 3.6049, 0.0544]], "atomic_forces_ev_per_a": [[-0.1, 0.4, 0.0], [0.1, 0.2, 0.1], [0.0, -0.1, 0.0], [0.0, 0.1, 0.0], [-0.1, 0.0, 0.0], [0.1, 0.0, 0.0], [0.0, 0.1, -0.1], [-0.1, 0.1, 0.1], [0.1, 0.0, 0.0], [0.0, 0.0, 0.1], [0.0, 0.0, -0.1], [-0.1, 0.1, 0.0], [-0.1, 0.1, 0.3], [0.1, -0.1, -0.1], [0.0, 0.0, 0.0], [0.0, -0.1, 0.2], [0.0, 0.1, -0.1], [0.1, 0.0, 0.0], [0.0, 0.0, 0.0], [-0.1, 0.0, -0.1], [0.1, 0.0, 0.0], [0.0, 0.0, 0.0], [0.0, 0.0, 0.0], [0.1, 0.0, 0.0], [0.0, 0.0, 0.0], [0.0, -0.1, 0.0], [0.0, -0.1, -0.1], [0.0, 0.0, 0.0], [-0.2, -0.1, -0.1], [0.0, -0.1, 0.0], [0.0, 0.0, 0.0], [0.0, 0.0, 0.0], [0.0, 0.0, 0.0], [0.1, -0.1, 0.0], [0.0, 0.1, -0.1], [0.0, 0.0, -0.4], [0.0, 0.0, 0.0], [0.0, 0.0, 0.0], [0.0, 0.0, 0.0], [0.0, 0.0, 0.0], [0.0, 0.0, 0.0], [0.0, 0.0, 0.0], [0.0, 0.0, 0.0], [0.0, 0.0, 0.0], [0.0, 0.0, 0.0], [0.0, 0.0, 0.0], [-0.2, -0.1, 0.0], [0.1, 0.0, 0.1], [0.0, 0.2, 0.0], [-0.1, 0.1, 0.1], [0.2, 0.0, 0.1], [-0.1, -0.2, 0.0], [-0.2, -0.1, 0.0], [0.0, 0.0, 0.1], [-0.1, -0.1, 0.0], [0.0, 0.1, -0.1], [0.1, -0.1, 0.1], [0.1, 0.0, 0.0], [0.1, 0.1, -0.1], [0.2, 0.1, -0.1], [0.0, 0.2, 0.2], [-0.2, -0.1, 0.0], [0.1, 0.0, 0.0], [0.0, 0.0, 0.0], [0.0, 0.0, -0.1], [0.0, 0.0, 0.0], [0.0, 0.0, 0.0], [0.0, 0.0, 0.0], [0.0, 0.0, 0.0], [0.0, 0.0, 0.0], [0.0, 0.0, 0.0], [0.0, 0.0, 0.0], [0.0, 0.0, 0.0], [0.0, 0.0, 0.0], [0.1, 0.0, 0.0], [-0.1, 0.0, -0.1], [0.0, 0.0, 0.0], [0.0, 0.0, 0.0], [0.0, 0.0, 0.0], [0.0, 0.0, 0.0], [0.0, 0.0, 0.0], [-0.1, 0.0, 0.0], [0.0, 0.0, 0.0], [0.0, 0.0, 0.0], [0.0, 0.0, 0.1], [-0.1, 0.0, 0.0], [0.1, -0.1, 0.1], [0.0, 0.1, 0.0], [0.0, -0.1, 0.0], [0.0, -0.1, 0.0], [-0.1, 0.0, 0.1], [0.1, 0.0, -0.1], [-0.1, 0.0, 0.0], [0.3, -1.0, 0.6], [0.1, 0.3, -0.2], [-0.2, 0.0, -0.2], [0.0, 0.0, 0.0], [0.0, 0.0, 0.0], [0.0, 0.0, 0.0], [0.0, 0.0, 0.0], [0.0, 0.0, 0.0], [0.0, 0.0, 0.0], [0.0, 0.0, 0.0], [0.0, 0.0, 0.0], [0.0, 0.0, -0.1], [0.0, 0.0, 0.1], [0.0, 0.0, 0.0], [0.1, 0.0, 0.1], [-0.2, 0.0, 0.2], [-0.2, 0.0, -0.2], [0.2, 0.0, -0.1], [-0.1, 0.2, 0.0], [0.1, 0.1, 0.1], [0.2, 0.1, 0.0], [0.0, 0.0, 0.0]], "mulliken_charge": [1.398, -0.150, 0.280, -1.343, -0.156, 1.013, -0.697, -0.248, -0.033, -0.501, -1.249, 1.497, -0.074, -0.305, 0.307, -0.568, -1.466, 1.702, -1.177, 0.592, 0.888, -0.096, -1.113, 0.666, -1.213, -1.365, -0.318, 0.424, -0.135, 0.503, 0.556, 0.531, 0.514, 0.504, 0.231, -0.963, 0.672, 0.510, 0.111, 0.479, 0.038, 0.485, 0.405, 0.352, 0.351, 0.226, -0.804, 0.350, -0.232, -1.228, -0.255, 0.157, -0.419, 0.234, -0.274, -1.090, -0.092, 0.267, -0.872, 0.025, 0.274, -0.300, -1.069, 0.333, -0.955, 0.396, 0.184, 0.323, 0.519, 0.618, 0.503, 0.495, 0.396, 0.265, 0.329, 0.290, 0.438, 0.374, 0.362, 0.343, -1.451, 0.896, -1.116, 0.292, 0.048, -0.695, -0.711, 1.260, -0.774, -0.567, -0.309, -0.643, -0.637, 0.388, -0.749, -0.557, 0.357, 0.360, 0.313, 0.366, 0.359, 0.462, 0.396, 0.265, 0.227, 0.404, 0.404, 0.274, -0.393, 2.549, -0.646, -0.608, -0.555, -0.601, -0.552], "de_lowest_kcal_mol": 0.7, "charge": 0, "lumo_ev": -0.5714, "largest_force_ev_per_a": 1.3}